1) Here is the molecule C2H4ClNO from the Open Molecules 2025 dataset. Energies are from the ωB97M-V functional and the def2-TZVPD basis.

CARTESIAN COORDINATES (ANGSTROEM)
N: -0.730 -1.210 0.269
C: -0.182 -0.144 0.606
O: -0.507 0.476 1.696
C: 0.694 0.707 -0.270
Cl: 0.872 0.449 -2.194
H: -0.772 -1.517 -0.643
H: -1.820 -1.418 0.748
H: 1.823 0.790 0.048
H: 0.623 1.867 -0.259

**Frontier orbital gap**: 10.4484 eV
**HOMO level**: -10.03 eV
**SMILES**: NC(=O)CCl
**E_LUMO**: 0.015 Eh

***

2) Here is a cluster of 2 separate species, C2H4ClNO in total from the Open Molecules 2025 dataset. Energies are from the ωB97M-V functional and the def2-TZVPD basis.

CARTESIAN COORDINATES (ANGSTROEM)
O: 1.932 -0.830 -1.079
N: 1.832 -0.929 0.075
Cl: 3.308 -0.815 1.077
C: -1.151 0.957 0.387
C: -1.211 -0.143 -0.418
H: -1.523 1.909 0.094
H: -1.078 0.813 1.496
H: -1.518 0.060 -1.425
H: -0.590 -1.022 -0.205

**Frontier orbital gap**: 9.0355 eV
**HOMO level**: -10.01 eV
**SMILES**: O=NCl.C=C
**E_LUMO**: -0.036 Eh

***

The most stable of them is 1).

***

1) Here is a cluster of 2 separate species, C2H4ClNO in total from the Open Molecules 2025 dataset. Energies are from the ωB97M-V functional and the def2-TZVPD basis.

CARTESIAN COORDINATES (ANGSTROEM)
O: 0.971 0.059 -1.460
N: 1.303 -1.020 -1.773
Cl: 1.536 -2.183 -0.383
C: -0.984 0.356 0.080
C: -0.265 0.637 1.124
H: -1.483 -0.482 -0.255
H: -1.120 1.099 -0.655
H: -0.121 -0.085 1.890
H: 0.162 1.620 1.433

**Frontier orbital gap**: 8.8681 eV
**HOMO level**: -9.93 eV
**SMILES**: O=NCl.C=C
**E_LUMO**: -0.039 Eh

***

2) Here is a structure of composition C2H4ClNO from the Open Molecules 2025 dataset. Energies are from the ωB97M-V functional and the def2-TZVPD basis.

CARTESIAN COORDINATES (ANGSTROEM)
C: -0.321 -0.388 -0.051
C: -0.027 0.801 0.627
N: 1.282 -0.848 -0.969
O: 1.048 -1.657 -1.769
Cl: -1.554 1.532 1.356
H: -0.695 -1.335 0.499
H: -0.905 -0.230 -0.960
H: 0.329 1.486 -0.031
H: 0.843 0.638 1.298

**Frontier orbital gap (spin up / spin down)**: 8.5258 / 8.5255 eV
**HOMO level (spin up / spin down)**: -8.78 / -8.78 eV
**E_LUMO (spin up / spin down)**: -0.009 / -0.009 Eh

***

The most stable of them is 2).

***

1) Here is the molecule CH6P2 from the Open Molecules 2025 dataset. Energies are from the ωB97M-V functional and the def2-TZVPD basis.

CARTESIAN COORDINATES (ANGSTROEM)
C: 0.264 0.725 -1.060
P: -0.033 0.831 0.879
P: -0.731 -1.078 1.605
H: -0.122 -0.151 -1.540
H: 1.358 0.655 -1.180
H: -0.211 1.667 -1.378
H: 1.289 0.316 1.170
H: -1.899 -1.223 0.821
H: 0.085 -1.741 0.683

**Frontier orbital gap**: 10.1765 eV
**HOMO level**: -9.24 eV
**SMILES**: C[PH]#[PH2]
**E_LUMO**: 0.034 Eh

***

2) Here is a cluster of 2 separate species, CH6P2 in total from the Open Molecules 2025 dataset. Energies are from the ωB97M-V functional and the def2-TZVPD basis.

CARTESIAN COORDINATES (ANGSTROEM)
C: -1.146 -0.861 0.126
P: 1.861 -0.219 -0.397
P: 0.260 -0.040 1.007
H: -0.830 -1.183 -0.795
H: -1.930 -0.110 -0.094
H: -1.421 -1.693 0.693
H: 1.182 0.599 -1.370
H: 2.604 1.002 0.078
H: -0.580 2.505 0.753

**Frontier orbital gap (spin up / spin down)**: 7.4494 / 8.3347 eV
**HOMO level (spin up / spin down)**: -8.04 / -9.13 eV
**E_LUMO (spin up / spin down)**: -0.022 / -0.029 Eh

***

The most stable of them is 1).